Arrangement 1

ORCA calculation (the ωB97M-V functional and the def2-TZVPD basis) on 2 unconnected molecules or ions with the total composition C3H4Cl3N.

Structure (XYZ):
```
11
Properties=species:S:1:pos:R:3
C 2.210 0.784 -1.227
C -1.484 0.101 0.161
C -0.328 -0.368 0.936
N 1.177 0.748 -1.753
Cl 3.629 0.038 -0.725
Cl -1.252 0.623 -1.660
Cl 0.328 -2.068 0.634
H -2.263 -0.684 -0.082
H -1.762 0.969 0.757
H 0.472 0.304 1.113
H -0.728 -0.448 1.845
```

Calculated values
HOMO level: -9.54 eV
Kohn-Sham gap: 9.5 eV
E_LUMO: -0.07 eV

=====

Arrangement 2

ORCA calculation (the ωB97M-V functional and the def2-TZVPD basis) on a molecular structure, C3H4Cl3N.

Structure (XYZ):
```
11
Properties=species:S:1:pos:R:3
C 1.213 -0.706 -0.095
C 1.882 0.444 0.434
C -1.935 0.655 0.157
N 0.691 -1.528 -0.673
Cl -1.620 1.300 -1.481
Cl -3.467 0.969 0.793
Cl -2.141 -1.613 -0.264
H 2.366 1.147 -0.283
H 1.370 1.148 1.073
H 2.608 -0.045 1.167
H -0.968 -1.769 -0.827
```

Calculated values
HOMO level: -8.47 eV
Kohn-Sham gap: 8.3 eV
E_LUMO: -0.13 eV

=====

What should be chosen as the most stable of them? Choose arrangement 1.